97
Properties=species:S:1:pos:R:3:lowdin_charge:R:1 method="wB97M-V/def2-TZVPD" homo_energy_ev=-0.55 total_charge=-2
Pd 0.35 0.03 0.36 0.087
C -0.48 2.79 4.40 -0.019
C -0.48 2.00 3.10 -0.575
N -0.11 0.70 3.23 0.148
O -0.80 2.52 2.04 -0.020
H 0.46 2.64 4.93 0.071
H -1.30 2.46 5.04 0.072
H -0.61 3.85 4.17 0.072
H 0.11 0.33 4.13 0.066
H -0.05 0.08 2.37 0.041
Cl 2.99 4.15 -0.77 0.769
C 1.27 4.25 -1.03 -0.568
C 0.46 3.96 0.05 -0.124
C -0.92 4.06 -0.06 -0.087
C -1.48 4.47 -1.25 -0.118
C -0.65 4.75 -2.32 -0.578
Cl -1.40 5.26 -3.83 0.643
C 0.75 4.62 -2.28 -0.308
N 1.50 4.92 -3.41 0.055
C 2.75 4.31 -3.75 -0.261
C 3.84 5.14 -3.99 -0.062
C 5.07 4.61 -4.34 -0.115
C 5.20 3.23 -4.46 -0.099
C 4.11 2.41 -4.25 -0.033
C 2.86 2.93 -3.90 -0.168
C 1.72 1.99 -3.62 -0.039
C 1.88 1.32 -2.21 -0.657
O 2.86 0.53 -2.14 -0.105
O 1.07 1.70 -1.34 -0.092
H 0.92 3.63 0.97 0.095
H -1.55 3.78 0.78 0.084
H -2.55 4.56 -1.37 0.093
H 0.93 5.14 -4.21 0.066
H 3.71 6.21 -3.86 0.104
H 5.92 5.27 -4.51 0.086
H 6.17 2.80 -4.72 0.091
H 4.22 1.33 -4.31 0.112
H 1.70 1.18 -4.35 0.116
H 0.75 2.51 -3.63 0.103
O -1.41 -1.64 0.98 -0.082
C -1.66 -1.91 -0.21 -0.685
O -1.01 -1.60 -1.23 -0.038
C -2.90 -2.77 -0.44 -0.079
C -3.46 -3.48 0.60 0.081
C -4.58 -4.26 0.37 -0.122
C -5.18 -4.32 -0.87 0.059
C -4.63 -3.57 -1.89 -0.121
C -3.48 -2.81 -1.70 0.084
N -5.26 -3.62 -3.22 -0.368
O -6.24 -4.32 -3.35 0.057
O -4.78 -2.96 -4.10 0.088
N -5.16 -5.06 1.46 -0.369
O -6.16 -5.71 1.23 0.058
O -4.61 -5.05 2.53 0.084
H -3.02 -3.42 1.59 0.130
H -6.05 -4.93 -1.04 0.122
H -3.04 -2.25 -2.51 0.133
C 1.89 -1.84 4.16 -0.245
Si 2.41 -2.84 2.64 0.313
C 3.89 -3.87 3.25 -0.239
C 0.98 -4.04 2.33 -0.238
Sb 2.46 -1.25 0.58 0.937
Si 3.19 -2.99 -1.17 0.315
C 4.50 -4.16 -0.47 -0.245
C 3.95 -2.33 -2.76 -0.231
C 1.66 -4.00 -1.58 -0.228
Si 4.62 0.04 1.05 0.300
C 5.97 -0.95 1.95 -0.246
C 5.50 0.86 -0.39 -0.227
C 4.05 1.40 2.22 -0.246
H 2.08 -2.40 5.08 0.020
H 0.82 -1.62 4.10 0.007
H 2.43 -0.88 4.22 0.007
H 3.60 -4.47 4.13 0.018
H 4.72 -3.22 3.54 -0.001
H 4.25 -4.56 2.48 -0.004
H 0.64 -4.53 3.25 0.024
H 1.26 -4.83 1.62 0.009
H 0.14 -3.48 1.90 0.009
H 5.35 -3.59 -0.06 0.007
H 4.89 -4.84 -1.24 0.020
H 4.09 -4.77 0.35 -0.003
H 4.93 -1.89 -2.56 0.019
H 3.31 -1.54 -3.17 0.008
H 4.06 -3.14 -3.50 0.021
H 1.41 -4.67 -0.76 0.009
H 1.78 -4.60 -2.49 0.021
H 0.81 -3.32 -1.72 0.012
H 6.24 -1.85 1.38 0.006
H 5.64 -1.27 2.94 0.000
H 6.88 -0.34 2.08 0.018
H 5.98 0.11 -1.03 0.020
H 6.27 1.55 -0.03 0.024
H 4.78 1.41 -1.01 -0.001
H 3.81 0.99 3.21 0.007
H 3.13 1.84 1.82 0.006
H 4.80 2.20 2.35 0.022


69
Properties=species:S:1:pos:R:3:lowdin_charge:R:1 method="wB97M-V/def2-TZVPD" e_above_lowest_kcal_mol=43.8 homo_energy_ev="-18.70 / -18.70" total_charge=+4
Pb -3.15 1.69 -0.83 1.658
P -1.77 -1.64 0.89 0.819
P 1.31 -1.09 2.37 0.896
P 1.46 -1.84 -0.62 0.948
H -2.07 5.08 -2.36 0.109
C -2.04 4.20 -2.97 0.161
C -2.67 3.10 -2.43 -0.373
H -3.40 3.58 -1.63 0.066
C -3.34 -1.27 1.80 -0.257
C -1.38 -3.14 1.90 -0.282
C -2.41 -2.50 -0.59 -0.261
C 2.83 -0.06 2.37 -0.223
C 0.72 -0.63 4.05 -0.228
C 2.03 -2.74 2.83 -0.213
C 0.87 -1.64 -2.35 -0.225
C 1.70 -3.67 -0.65 -0.210
C 3.19 -1.24 -0.92 -0.222
H -1.65 4.29 -3.98 0.117
H -2.90 2.25 -3.10 0.069
H -3.73 -0.28 1.53 0.001
H -3.15 -1.29 2.88 0.060
H -4.08 -2.05 1.54 0.074
H -1.21 -2.87 2.94 0.039
H -0.50 -3.66 1.51 0.023
H -2.25 -3.82 1.84 0.082
H -2.48 -1.79 -1.43 0.027
H -3.40 -2.92 -0.38 0.074
H -1.73 -3.32 -0.88 0.055
H 3.44 -0.31 3.25 0.086
H 2.52 0.99 2.42 0.062
H 3.41 -0.21 1.45 0.023
H 1.56 -0.67 4.76 0.092
H -0.07 -1.31 4.39 0.056
H 0.31 0.39 4.05 0.004
H 2.97 -2.58 3.36 0.083
H 2.21 -3.35 1.94 0.018
H 1.32 -3.27 3.48 0.067
H 1.46 -2.25 -3.04 0.091
H 0.95 -0.59 -2.64 0.005
H -0.19 -1.92 -2.42 0.047
H 1.91 -4.00 -1.67 0.083
H 0.78 -4.15 -0.30 0.044
H 2.53 -3.97 0.00 0.057
H 3.55 -1.57 -1.90 0.087
H 3.87 -1.61 -0.14 0.060
H 3.18 -0.14 -0.89 0.057
C 0.28 1.60 -3.15 -0.476
C 1.24 2.75 -3.15 -0.099
C 2.42 2.38 -3.98 -0.012
C 2.36 1.38 -4.92 -0.052
C 1.12 0.70 -5.20 0.005
C 0.01 0.95 -4.41 -0.023
O -0.06 1.21 -2.03 -0.057
H 1.53 2.92 -2.10 0.136
H 0.72 3.68 -3.47 0.140
H 3.35 2.95 -3.83 0.138
H 3.24 1.10 -5.50 0.131
H 1.08 -0.08 -5.98 0.143
H -0.96 0.48 -4.57 0.119
C -1.14 3.94 2.83 -0.214
S -1.21 2.17 2.59 0.878
C -2.12 1.77 4.11 -0.208
O -2.17 1.98 1.41 -0.806
H -0.94 4.16 3.89 0.081
H -2.10 4.38 2.54 0.082
H -0.32 4.33 2.23 0.070
H -3.17 2.05 3.97 0.089
H -2.01 0.71 4.34 0.047
H -1.69 2.34 4.94 0.083


48
Properties=species:S:1:pos:R:3:lowdin_charge:R:1 method="wB97M-V/def2-TZVPD" e_above_lowest_kcal_mol=0.0 homo_energy_ev=-13.22 total_charge=+2
Au 0.05 0.51 -0.19 1.127
C 4.33 0.42 0.19 -0.002
C 4.62 1.76 0.25 0.014
C 3.59 2.69 0.18 0.044
C 2.29 2.26 0.03 -0.169
N 2.03 0.92 -0.08 -0.067
C 3.00 0.02 0.05 -0.120
C 1.13 3.15 0.00 -0.152
C 1.08 4.53 0.05 0.057
C -0.15 5.16 -0.01 0.026
C -1.33 4.42 -0.12 0.054
C -1.25 3.05 -0.17 -0.156
N -0.03 2.49 -0.10 -0.006
C -2.33 2.06 -0.29 -0.158
C -3.67 2.39 -0.34 0.042
C -4.62 1.38 -0.42 0.017
C -4.21 0.06 -0.43 0.009
C -2.86 -0.23 -0.39 -0.070
N -1.95 0.75 -0.34 -0.052
H 5.09 -0.34 0.28 0.135
H 5.64 2.09 0.37 0.137
H 3.80 3.75 0.26 0.131
H 2.71 -1.01 0.00 0.102
H 1.99 5.12 0.13 0.133
H -0.20 6.24 0.03 0.138
H -2.29 4.93 -0.17 0.132
H -3.97 3.42 -0.30 0.131
H -5.67 1.63 -0.45 0.137
H -4.92 -0.75 -0.48 0.132
H -2.48 -1.24 -0.40 0.101
C 0.27 -4.49 -2.27 -0.021
N 0.01 -4.11 -0.90 -0.145
C -0.45 -5.08 0.10 -0.073
C -0.59 -4.22 1.37 -0.082
N -0.51 -2.85 0.83 0.043
C -0.08 -2.88 -0.42 -0.702
S 0.29 -1.51 -1.42 0.734
H 0.83 -5.43 -2.28 0.106
H 0.86 -3.73 -2.77 0.066
H -0.67 -4.64 -2.82 0.108
H 0.29 -5.88 0.21 0.136
H -1.39 -5.52 -0.21 0.136
H 0.23 -4.39 2.08 0.133
H -1.53 -4.37 1.88 0.128
H -0.33 -2.02 1.44 0.049
S 2.37 0.11 3.40 0.621
C 1.00 -0.19 2.61 -1.002
N -0.01 -0.41 2.04 -0.084


For reference, strongest force on any atom by record: 1.04; 4.79; 0.82 eV Å⁻¹.